2 unconnected molecules or ions with the total composition C21H28NO2. Source: the OMol25 dataset; level of theory: ωB97M-V/def2-TZVPD.

Computed properties:
Largest force on an atom in eV/A: 1.30
Total charge: +1
Frontier orbital gap in eV: 5.948
Electronic energy in Eh: -1021.9539

CARTESIAN COORDINATES (ANGSTROEM)
C  -3.2637  -5.7172  2.0658
O  -1.9413  -5.6800  1.4850
C  -1.4996  -4.5049  0.9685
C  -0.1652  -4.4881  0.4867
C  0.3869  -3.3180  0.0241
C  -0.3493  -2.0997  0.0141
C  0.2021  -0.8942  -0.5320
C  -0.6049  0.1925  -0.8767
C  -0.1742  1.4281  -1.3508
C  -1.0499  2.5477  -1.4923
C  -0.6248  3.7397  -2.1438
C  -1.4431  4.8362  -2.2461
C  -2.7537  4.7992  -1.6984
O  -3.4871  5.9342  -1.8154
C  -4.8158  5.9650  -1.2485
C  -3.2240  3.6141  -1.0783
C  -2.3741  2.5282  -0.9683
C  -1.6731  -2.1386  0.5376
C  -2.2657  -3.3130  0.9611
H  -3.3622  -6.7322  2.4538
H  -3.3553  -4.9875  2.8854
H  -4.0329  -5.5279  1.3011
H  0.3895  -5.4213  0.5031
H  1.4064  -3.3199  -0.3635
H  1.2602  -0.8783  -0.8180
H  -1.6850  0.0253  -0.8498
H  0.8629  1.5396  -1.6725
H  0.3840  3.7816  -2.5534
H  -1.1237  5.7561  -2.7273
H  -5.1615  6.9804  -1.4426
H  -5.4718  5.2374  -1.7487
H  -4.7892  5.7729  -0.1655
H  -4.2395  3.5616  -0.6785
H  -2.7222  1.6479  -0.4312
H  -2.2431  -1.2126  0.6085
H  -3.3014  -3.3190  1.3096
C  5.2004  -0.1069  1.9760
C  4.1562  -0.3376  0.8840
C  4.3016  0.7077  -0.2186
C  4.3589  -1.7346  0.2997
N  2.8245  -0.1836  1.5055
H  5.1261  -0.8820  2.7495
H  6.2160  -0.1481  1.5606
H  5.0684  0.8722  2.4524
H  3.5379  0.5737  -0.9980
H  4.2059  1.7218  0.1931
H  5.2859  0.6292  -0.6989
H  3.5606  -1.9800  -0.4146
H  5.3270  -1.7923  -0.2210
H  4.3450  -2.4820  1.1036
H  2.0669  -0.3528  0.8433
H  2.7242  -0.8401  2.2807

Atomic forces in eV per Å
0.12 0.02 -0.11
0.07 1.14 -0.48
-0.09 -0.28 0.45
-0.44 -0.04 0.10
0.04 0.20 -0.06
-0.11 -0.13 0.26
-0.72 -0.02 -0.80
-0.01 -0.39 -0.03
-0.35 -0.06 -0.11
-0.21 0.06 -0.02
0.13 -0.07 0.16
-0.47 0.05 0.19
-0.30 0.32 -0.13
0.48 -1.17 0.27
0.16 -0.04 -0.08
0.15 0.10 -0.04
0.03 0.22 -0.07
0.01 -0.08 -0.27
0.19 -0.16 0.07
-0.05 0.24 -0.07
0.09 -0.26 -0.26
0.27 -0.09 0.23
-0.03 0.17 -0.02
-0.21 -0.01 0.13
-0.29 0.00 0.24
0.46 0.19 0.34
-0.10 0.09 0.26
-0.21 0.01 0.06
0.00 -0.19 0.06
-0.04 -0.22 0.08
0.21 0.23 0.12
0.05 0.08 -0.33
0.47 0.01 -0.10
0.00 0.28 -0.15
0.10 -0.31 0.01
0.49 0.09 -0.07
0.17 0.15 0.08
-0.13 0.03 0.12
0.09 0.28 0.01
0.15 -0.14 -0.08
0.02 -0.02 0.07
0.00 0.15 -0.11
-0.23 -0.03 0.06
-0.04 -0.21 -0.12
0.10 0.00 0.10
-0.04 -0.27 -0.09
-0.24 -0.01 0.08
0.17 0.04 0.03
-0.30 -0.12 0.13
0.01 0.07 -0.20
0.45 -0.02 0.36
-0.06 0.17 -0.25


A single C3H8N4S molecule. Source: the OMol25 dataset; level of theory: ωB97M-V/def2-TZVPD.

Computed properties:
Largest force on an atom in eV/A: 2.14
Total charge: 0
Frontier orbital gap in eV: 9.410
Electronic energy in Eh: -736.2751

CARTESIAN COORDINATES (ANGSTROEM)
H  -0.1728  2.4346  1.6066
N  -0.8756  1.7969  1.2081
C  -0.3364  0.6660  0.9175
C  1.1549  0.3470  0.8492
N  1.8131  0.6947  -0.4523
N  -1.2209  -0.3629  0.5651
N  -0.7729  -1.3781  -0.2332
C  -0.8384  -1.3890  -1.5653
S  -1.1646  -0.0844  -2.4916
H  1.6211  0.9255  1.6513
H  1.3783  -0.6898  1.0754
H  1.2550  0.1335  -1.1110
H  1.5981  1.6763  -0.6567
H  -2.1783  -0.1619  0.2977
H  -0.6645  -2.2404  0.3091
H  -0.5961  -2.3680  -1.9699

Atomic forces in eV per Å
-0.28 -0.25 -0.38
0.98 -0.82 0.38
-0.91 1.11 -0.41
0.44 0.82 0.15
-1.41 -0.61 0.68
-0.13 0.14 -0.15
0.52 -1.71 1.18
0.13 0.37 -0.36
-0.11 -0.17 -0.09
0.03 0.04 -0.11
-0.15 -0.22 -0.08
0.64 0.63 -0.24
0.04 -0.44 -0.03
0.16 0.91 0.39
0.06 0.26 -0.84
-0.02 -0.06 -0.08


A single C2H4N2OS molecule. Source: the OMol25 dataset; level of theory: ωB97M-V/def2-TZVPD.

Computed properties:
Largest force on an atom in eV/A: 7.09
Total charge: 0
Frontier orbital gap in eV: 8.139
Electronic energy in Eh: -661.3502

CARTESIAN COORDINATES (ANGSTROEM)
C  -3.3552  -0.0772  0.2617
N  -2.0974  -0.5985  -0.2741
O  -1.2105  0.4851  -0.3131
C  0.0954  0.5432  -0.0039
N  0.9140  -0.4706  0.0367
S  2.5943  0.0192  0.0984
H  -3.8642  -0.8692  0.6839
H  -3.7398  1.0337  0.7029
H  0.4284  1.5563  -0.0921
H  3.1937  -1.2214  -0.2481

Atomic forces in eV per Å
6.10 1.06 -0.98
-5.25 2.95 3.73
-0.89 1.76 -0.16
1.98 -3.60 -1.32
-1.01 1.81 0.07
0.02 -1.44 -0.17
-1.67 -1.80 -0.13
1.91 -2.91 -1.76
-0.10 0.74 0.26
-1.08 1.43 0.45


A molecular structure, C3H3AuO3. Source: the OMol25 dataset; level of theory: ωB97M-V/def2-TZVPD.

Computed properties:
<S²>: 3.755
Multiplicity: 4
Largest force on an atom in eV/A: 8.87
Total charge: +3
Frontier orbital gap (alpha / beta) in eV: 6.399 / 6.488
Electronic energy in Eh: -475.7795

CARTESIAN COORDINATES (ANGSTROEM)
C  0.1064  -0.0481  -0.9289
C  0.2654  0.9169  -1.8231
O  0.1060  -1.3592  -1.0663
H  0.1239  1.9606  -1.5460
H  0.5689  0.6753  -2.8477
H  0.6473  -1.7959  -0.3939
O  -0.4472  -0.5173  2.2545
C  -0.5483  0.6218  1.9771
O  -0.8259  1.7288  1.8874
Au  0.0037  -2.1828  2.4870

Atomic forces in eV per Å
-0.46 -4.37 1.96
0.38 2.61 -2.56
0.26 2.39 -0.14
0.16 0.08 -0.08
-0.25 0.02 -0.20
0.24 -0.47 -0.24
-2.12 4.94 -0.44
-1.38 5.44 0.06
0.96 -2.25 -0.27
2.21 -8.38 1.90


A single C4H6N2O molecule. Source: the OMol25 dataset; level of theory: ωB97M-V/def2-TZVPD.

Computed properties:
Largest force on an atom in eV/A: 3.37
Total charge: 0
Frontier orbital gap in eV: 8.942
Electronic energy in Eh: -340.6419

CARTESIAN COORDINATES (ANGSTROEM)
C  0.1558  1.2364  -2.0178
O  -0.8454  0.8711  -1.0626
C  -0.4428  0.1339  -0.0248
C  -1.2238  -0.0917  1.1645
N  -0.4360  -1.1946  1.6865
C  0.7107  -1.2972  1.0418
N  0.7347  -0.5240  -0.0455
H  0.9265  1.8304  -1.5199
H  -0.3418  1.8403  -2.7805
H  0.6254  0.3642  -2.4826
H  -0.5885  0.3177  2.0824
H  -0.8259  -1.6695  2.4828
H  1.5511  -1.8170  1.4756

Atomic forces in eV per Å
0.20 0.09 -0.10
0.16 0.08 0.65
0.44 0.19 0.26
0.83 0.17 0.62
0.48 -1.09 -0.30
-0.12 -0.52 0.01
-0.13 -0.27 -0.09
-0.01 -0.06 -0.11
-0.01 -0.15 0.24
-0.16 0.07 0.18
-2.40 2.08 -1.13
0.69 -0.19 0.25
0.03 -0.38 -0.47


A molecular structure, C35H29BrCrF4N4O8PS3. Source: the OMol25 dataset; level of theory: ωB97M-V/def2-TZVPD.

Computed properties:
<S²>: 8.788
Multiplicity: 6
Largest force on an atom in eV/A: 4.42
Total charge: 0
Frontier orbital gap (alpha / beta) in eV: 5.337 / 6.051
Electronic energy in Eh: -7725.4459

CARTESIAN COORDINATES (ANGSTROEM)
Cr  0.6267  -1.5497  -1.5532
C  -0.1871  4.2706  5.0416
C  0.9855  3.3055  5.0886
S  0.8483  1.8284  4.0799
C  -0.4270  0.8245  4.9034
C  -1.7197  0.9380  4.2188
S  -1.7147  2.2551  2.9105
C  -3.0339  3.2896  3.6091
C  -2.6104  4.6972  3.2422
S  -0.7048  4.6453  3.3321
H  0.1687  5.2041  5.5310
H  -1.0863  3.8725  5.6221
H  1.3381  3.0226  6.0708
H  1.7844  3.8109  4.5784
H  -0.3604  1.0926  5.9455
H  0.1064  -0.1489  4.7787
H  -2.5994  1.0096  4.8955
H  -1.9540  0.0598  3.5861
H  -3.1567  3.1507  4.6992
H  -3.9375  3.0018  3.0436
H  -2.9520  5.4423  3.9862
H  -2.6960  5.0798  2.2018
F  -1.8127  -1.4319  -8.2881
C  -1.3717  -1.0124  -7.1000
C  -1.3180  0.3409  -6.8276
F  -1.4017  1.3263  -7.8020
C  -1.1397  0.6911  -5.4935
F  -1.2836  2.0242  -5.1591
C  -0.5702  -0.2138  -4.5943
P  -0.4002  0.1365  -2.8138
C  0.3626  1.7076  -2.5891
C  1.1049  2.2362  -3.7119
C  1.5705  3.5567  -3.5938
C  1.5601  4.2105  -2.3851
C  0.9219  3.6541  -1.2716
C  0.3059  2.4203  -1.3997
C  -2.1749  0.4925  -2.4567
C  -2.6242  1.7973  -2.2097
C  -3.9845  1.9659  -1.8499
C  -4.8063  0.8579  -1.7283
C  -4.3197  -0.4353  -2.0285
C  -2.9733  -0.6354  -2.3390
C  -0.5354  -1.5835  -4.9438
Br  0.5123  -2.9424  -3.9626
C  -1.0294  -1.9526  -6.1517
F  -1.1441  -3.2680  -6.4716
H  1.1779  1.7258  -4.6791
H  2.0554  4.0896  -4.4501
H  2.0881  5.1699  -2.2994
H  0.8276  4.2911  -0.3790
H  -0.1315  1.9141  -0.4859
H  -2.0190  2.6156  -2.4110
H  -4.2812  3.0186  -1.6390
H  -5.8513  1.0162  -1.5181
H  -5.0503  -1.2280  -2.0649
H  -2.6013  -1.6515  -2.4615
O  2.4255  -0.6895  -1.7239
N  3.3397  -0.8470  -0.6701
C  4.2943  -1.7860  -0.9028
C  5.1638  -2.0808  0.1623
C  5.0565  -1.2997  1.3210
C  4.3860  -0.0699  1.2894
C  3.4463  0.0959  0.2915
H  4.2213  -2.3653  -1.8259
H  5.6102  -3.0579  0.2329
H  5.6857  -1.5111  2.1019
H  4.4931  0.7721  2.0090
H  2.7659  0.9185  0.2407
O  0.7769  -6.3812  4.5342
N  -0.0992  -5.7591  3.9190
O  -1.3276  -5.5343  4.2691
C  0.2819  -5.2972  2.5854
C  1.6251  -5.4337  2.1773
C  2.0259  -4.7693  0.9849
C  1.1316  -3.8738  0.2597
O  1.5461  -3.2705  -0.7469
C  -0.2255  -3.8483  0.7829
C  -0.6590  -4.5158  1.9238
N  -1.1585  -3.0023  0.0996
O  -0.9673  -2.6823  -1.1750
O  -2.1934  -2.7010  0.7124
N  3.4388  -4.8555  0.6613
O  3.7285  -4.6783  -0.5228
O  4.2429  -5.0327  1.6284
H  2.2224  -6.1119  2.8127
H  -1.6589  -4.3384  2.3155

Atomic forces in eV per Å
0.50 -2.29 1.28
-1.43 -0.06 1.25
-0.37 -0.13 -1.02
1.14 -0.32 0.14
3.00 -0.53 -0.24
-2.58 -0.91 -1.81
-1.81 -2.13 1.19
-0.58 -0.26 -1.46
2.15 0.81 1.19
0.36 2.84 -0.08
-0.57 -0.48 -0.24
1.12 0.51 -0.67
-0.20 0.23 0.45
0.74 0.29 -0.06
-0.43 0.00 0.42
-1.08 0.29 0.37
0.62 0.30 -0.43
0.38 0.00 0.74
0.10 0.06 -0.68
-0.02 0.27 0.77
-0.02 -0.25 -0.69
-0.46 -0.58 0.71
0.38 0.13 0.14
-0.76 0.08 -1.21
-0.06 1.56 -0.50
-0.39 -1.92 1.58
1.08 1.49 0.00
0.10 -1.87 -0.44
-0.64 -0.61 0.41
-1.65 0.50 0.25
2.10 1.22 -2.48
-1.22 1.06 1.29
1.13 -0.58 -1.28
-0.09 0.52 0.77
0.04 0.92 -0.28
-0.14 -1.04 1.61
1.17 0.19 0.46
-2.40 -2.26 -0.09
1.54 0.88 0.18
0.40 -0.35 -0.72
-0.24 1.03 0.03
-1.38 0.14 0.19
1.45 0.41 0.91
-1.06 0.93 -0.96
-0.24 -1.83 -0.64
0.18 1.12 -0.01
-0.05 0.09 0.60
-0.45 -0.81 0.72
-0.52 -0.33 -0.02
0.17 -0.77 -0.19
0.16 0.84 -1.17
1.00 1.36 -0.04
-0.23 -1.08 -0.20
-0.16 -0.17 0.18
0.19 -0.34 0.26
0.07 0.31 -0.03
1.07 0.42 1.67
0.17 0.21 -3.08
-0.37 -0.30 1.59
-2.07 0.28 0.46
0.14 1.35 -2.40
-0.63 0.18 0.13
0.29 -0.78 0.01
-0.18 0.34 0.47
0.62 0.05 -0.42
1.24 -0.63 1.97
-0.06 -1.16 -0.31
-0.34 0.25 -0.20
-2.08 0.96 0.06
-1.85 -0.70 0.06
4.29 -1.01 -0.28
0.75 0.57 0.40
-1.24 0.04 -0.18
-0.73 -0.43 1.79
0.17 -2.70 1.79
0.16 2.32 -1.39
-0.27 0.73 -1.07
0.67 0.74 -0.75
1.23 -1.05 1.30
-0.13 0.52 -0.39
-1.06 0.62 -0.20
0.15 0.31 0.80
0.73 -0.52 1.37
-1.20 0.35 -2.61
0.07 0.81 -0.78
0.37 -0.21 -0.25


A single C4H5NO molecule. Source: the OMol25 dataset; level of theory: ωB97M-V/def2-TZVPD.

Computed properties:
Largest force on an atom in eV/A: 0.52
Total charge: 0
Frontier orbital gap in eV: 8.715
Electronic energy in Eh: -285.3978

CARTESIAN COORDINATES (ANGSTROEM)
O  2.1737  0.5157  -0.0323
C  0.8559  0.1993  -0.1365
C  0.2770  -1.0378  -0.1425
C  -1.1238  -0.8250  0.0015
C  -1.3407  0.5259  0.0203
N  -0.1119  1.1560  -0.0771
H  2.5210  -0.2158  0.4945
H  0.8160  -1.9625  -0.2989
H  -1.8692  -1.5980  0.1228
H  -2.2564  1.0937  0.0868
H  0.0583  2.1484  -0.0385

Atomic forces in eV per Å
0.02 -0.01 -0.03
-0.28 -0.14 0.10
0.04 -0.01 -0.03
-0.16 0.04 -0.07
-0.12 -0.06 0.00
0.14 -0.08 0.12
0.38 0.31 -0.17
-0.15 0.04 0.26
-0.01 0.16 -0.20
0.14 -0.05 -0.01
-0.01 -0.19 0.05


A molecular structure, C40H30AsBr2Cl5N3O4RuS. Source: the OMol25 dataset; level of theory: ωB97M-V/def2-TZVPD.

Computed properties:
<S²>: 8.764
Multiplicity: 6
Largest force on an atom in eV/A: 2.77
Total charge: 0
Frontier orbital gap (alpha / beta) in eV: 7.121 / 5.160
Electronic energy in Eh: -12185.3265

CARTESIAN COORDINATES (ANGSTROEM)
Ru  -0.2790  -0.1063  0.5692
C  1.9648  2.8787  1.1840
C  2.6382  1.6139  1.6036
C  3.8231  1.6875  2.3576
C  4.4533  0.5442  2.7567
C  3.9164  -0.6996  2.3818
C  4.4881  -1.9395  2.7353
Br  6.1885  -1.9895  3.5781
C  3.8508  -3.1249  2.4599
C  2.6440  -3.1052  1.7852
Br  1.7167  -4.7153  1.4436
C  2.0399  -1.9263  1.2989
O  0.9943  -1.9762  0.5936
C  2.7036  -0.6844  1.6399
N  2.1004  0.4590  1.2683
H  2.6422  3.7226  1.2960
H  1.0837  3.0544  1.8054
H  1.6436  2.7970  0.1433
H  4.2064  2.6565  2.6345
H  5.3399  0.5927  3.3706
H  4.2810  -4.0648  2.7672
O  0.8342  -0.4985  -1.9289
S  -0.2980  -1.2743  -2.3921
O  -1.0099  -0.7176  -3.5212
N  -1.2771  -1.3229  -1.0922
C  -2.2689  -2.1869  -0.8609
C  -2.7655  -3.1212  -1.7719
C  -3.8086  -3.9740  -1.4249
C  -4.3848  -3.9266  -0.1786
C  -3.9311  -2.9956  0.7765
C  -4.4835  -2.8919  2.0686
C  -4.0010  -1.9426  2.9286
C  -2.9597  -1.1095  2.5014
N  -2.4136  -1.1889  1.3094
C  -2.8741  -2.1103  0.4420
C  0.2697  -2.9111  -2.8547
C  -0.1880  -3.5113  -4.0143
C  0.2683  -4.7780  -4.3441
C  1.1835  -5.4208  -3.5241
C  1.6588  -4.7949  -2.3830
C  1.1958  -3.5340  -2.0450
H  -2.3429  -3.1639  -2.7623
H  -4.1658  -4.6863  -2.1555
H  -5.1891  -4.5941  0.0902
H  -5.2788  -3.5668  2.3511
H  -4.4023  -1.8168  3.9208
H  -2.5772  -0.3559  3.1734
H  -0.8791  -2.9753  -4.6488
H  -0.0904  -5.2602  -5.2411
H  1.5356  -6.4087  -3.7795
H  2.3833  -5.2837  -1.7503
H  1.5352  -3.0196  -1.1628
Cl  -1.3096  2.9078  7.4271
C  -0.8373  1.9616  6.0711
C  -1.3261  2.2503  4.8005
Cl  -2.3884  3.5780  4.5700
C  -0.9714  1.4616  3.7217
Cl  -1.5221  1.8437  2.1275
C  -0.1382  0.3169  3.8415
O  0.1119  -0.4694  2.8841
C  0.3952  0.1033  5.1460
Cl  1.5024  -1.1991  5.3141
C  0.0462  0.8888  6.2275
Cl  0.6913  0.5426  7.7782
C  -1.0362  3.8400  -0.4699
As  -0.6219  1.9710  -1.0555
C  -2.3011  1.7542  -2.0348
C  0.7024  2.3244  -2.5082
C  0.5893  3.5839  -3.2923
C  -0.1078  3.6052  -4.4975
C  -0.1252  4.7451  -5.2817
C  0.5480  5.8846  -4.8700
C  1.2259  5.8830  -3.6613
C  1.2526  4.7393  -2.8835
H  -1.2959  4.4389  -1.3452
H  -0.2026  4.3202  0.0425
H  -1.8911  3.8301  0.2085
H  -2.4964  2.6275  -2.6594
H  -3.1134  1.6472  -1.3113
H  -2.2473  0.8628  -2.6552
H  0.5974  1.4541  -3.1557
H  1.6897  2.2578  -2.0378
H  -0.6092  2.7065  -4.8294
H  -0.6470  4.7401  -6.2285
H  0.5495  6.7703  -5.4889
H  1.7532  6.7682  -3.3330
H  1.8184  4.7279  -1.9599

Atomic forces in eV per Å
0.72 -2.19 0.91
-0.17 -0.07 -0.07
0.04 -0.06 -0.09
0.06 -0.20 0.13
-0.17 0.29 -0.14
-0.21 -0.12 -0.12
0.01 -0.37 0.04
-0.04 -0.05 0.07
0.49 0.46 0.27
-0.80 0.64 -0.57
0.10 -0.14 0.07
1.86 -0.55 1.18
-2.11 1.38 -0.65
0.32 -0.98 0.29
-0.51 0.50 -0.36
-0.06 0.06 -0.07
-0.04 0.07 -0.04
0.10 0.14 0.14
0.05 0.10 0.02
0.08 -0.05 -0.03
0.06 -0.07 0.01
0.26 -0.10 0.34
-0.72 -0.23 -0.21
0.09 -0.45 -0.15
2.35 1.46 0.00
-1.53 -1.36 -0.08
0.44 0.78 0.41
-0.46 -0.24 0.52
0.04 -0.17 -0.33
0.28 0.21 -0.16
0.18 0.21 0.01
-0.15 -0.20 -0.16
0.08 0.10 0.03
0.63 0.39 0.06
-0.34 -0.65 -0.59
-0.13 0.47 0.19
-0.13 0.09 -0.21
-0.08 0.12 -0.02
0.04 0.03 0.04
-0.06 0.02 -0.03
0.18 0.04 0.21
-0.05 -0.03 -0.04
-0.03 -0.03 -0.02
-0.09 -0.09 -0.01
-0.08 -0.02 0.07
-0.02 -0.01 0.11
0.07 -0.02 0.02
-0.08 -0.02 -0.06
-0.02 -0.02 -0.08
0.03 -0.09 -0.05
0.05 -0.04 0.08
0.08 -0.05 0.17
-0.03 0.08 0.05
-0.05 0.06 -0.14
0.04 0.05 0.34
-0.13 0.19 -0.05
0.43 -0.41 0.26
-0.16 0.26 0.01
-0.32 0.67 0.59
-0.17 -0.29 -1.43
0.01 -0.08 -0.15
0.06 -0.12 -0.04
-0.07 0.02 -0.17
0.05 -0.01 0.11
0.13 -0.34 0.13
-0.48 1.85 -0.95
-0.01 -0.18 -0.01
0.08 -0.51 0.28
-0.07 0.19 0.05
-0.01 -0.06 0.14
-0.01 0.09 -0.09
-0.07 0.07 0.00
0.07 0.06 0.02
-0.06 -0.10 0.02
0.08 -0.21 -0.04
0.01 -0.13 -0.03
0.06 -0.09 -0.07
0.14 0.03 0.09
0.10 0.00 -0.01
-0.05 0.05 0.06
0.05 0.08 0.08
-0.18 -0.10 -0.04
-0.05 -0.08 -0.05
-0.04 -0.01 -0.03
-0.02 0.04 -0.04
0.02 0.04 0.00
0.01 0.01 0.06


Q: Which energy relative to the best compared isomer or geometry (same formula, charge and spin) values were calculated for the entries above? A: 261.6 112.9 617.9 0.0 401.8 334.7 44.0 73.8, in kJ/mol.